Entry 1:
Density functional theory data (ωB97M-V/def2-TZVPD) for a structure of composition C53H67I2InN4O11S3Si.

Results
DFT total energy: -146304.058 eV
LUMO level: 3.56 eV
total charge: -2

Last column: Löwdin charge in e.
Cartesian coordinates (Å):
1 In -0.030 0.068 0.459  0.521
2 C -4.275 4.582 -1.349  -0.076
3 C -4.113 4.256 0.130  -0.214
4 N -2.738 3.946 0.502  -0.127
5 C -1.970 4.980 1.193  -0.254
6 C -1.155 5.867 0.259  -0.078
7 C -2.232 2.726 0.201  -0.622
8 S -0.533 2.549 0.548  0.716
9 N -3.110 1.881 -0.326  0.117
10 C -2.757 0.695 -0.827  -0.473
11 O -1.614 0.322 -1.158  -0.088
12 C -3.884 -0.260 -1.074  -0.136
13 C -3.580 -1.614 -1.188  0.003
14 C -4.597 -2.526 -1.424  -0.071
15 C -5.908 -2.090 -1.567  -0.104
16 C -6.208 -0.739 -1.462  -0.097
17 C -5.197 0.175 -1.206  -0.026
18 H -5.306 4.867 -1.565  0.067
19 H -4.023 3.710 -1.952  0.057
20 H -3.622 5.404 -1.646  0.062
21 H -4.737 3.400 0.389  0.108
22 H -4.421 5.106 0.741  0.108
23 H -1.319 4.496 1.920  0.083
24 H -2.692 5.585 1.746  0.109
25 H -0.483 5.263 -0.350  0.050
26 H -0.542 6.558 0.839  0.076
27 H -1.801 6.449 -0.402  0.061
28 H -2.548 -1.931 -1.089  0.112
29 H -4.362 -3.580 -1.503  0.101
30 H -6.699 -2.806 -1.757  0.091
31 H -7.230 -0.399 -1.576  0.091
32 H -5.408 1.231 -1.103  0.100
33 O 5.053 -4.953 1.352  -0.052
34 C 5.200 -3.805 1.810  -0.699
35 O 6.135 -3.321 2.477  -0.062
36 C 4.034 -2.824 1.516  -0.080
37 C 4.056 -1.524 2.004  0.012
38 C 2.991 -0.682 1.752  -0.155
39 N 1.920 -1.060 1.054  0.004
40 C 1.910 -2.295 0.533  -0.175
41 C 2.936 -3.196 0.749  0.070
42 C 0.707 -2.697 -0.313  -0.580
43 O 0.747 -3.734 -0.955  0.047
44 O -0.312 -1.908 -0.244  -0.088
45 H 4.915 -1.195 2.572  0.112
46 H 2.993 0.338 2.115  0.054
47 H 2.886 -4.188 0.326  0.124
48 C 0.663 -0.094 5.504  -0.202
49 S 1.031 0.949 4.094  0.895
50 O -0.100 1.923 4.026  -0.517
51 C 2.429 1.836 4.772  -0.378
52 C 2.324 3.208 4.908  -0.086
53 C 3.426 3.928 5.351  -0.111
54 C 4.611 3.277 5.649  -0.097
55 C 4.711 1.899 5.489  -0.082
56 C 3.622 1.174 5.040  -0.090
57 H 0.271 0.562 6.280  0.065
58 H 1.560 -0.613 5.838  0.054
59 H -0.086 -0.811 5.174  0.038
60 H 1.394 3.689 4.638  0.104
61 H 3.364 5.005 5.428  0.099
62 H 5.471 3.844 5.981  0.097
63 H 5.646 1.393 5.689  0.103
64 H 3.710 0.106 4.874  0.108
65 I 2.885 2.529 -0.162  0.363
66 I 3.959 4.826 1.502  -0.300
67 C 0.295 -7.724 2.011  -0.048
68 C -0.117 -6.737 3.067  -0.234
69 C 0.192 -6.977 4.400  -0.067
70 C -0.138 -6.048 5.374  -0.095
71 C -0.759 -4.866 5.021  -0.043
72 C -1.090 -4.619 3.689  -0.185
73 N -1.641 -3.391 3.288  0.112
74 C -2.424 -2.543 4.042  -0.186
75 C -3.217 -3.002 5.101  -0.039
76 C -4.013 -2.124 5.816  -0.104
77 C -4.070 -0.776 5.491  -0.105
78 C -3.328 -0.322 4.411  -0.021
79 C -2.510 -1.182 3.694  -0.072
80 C -1.737 -0.630 2.539  -0.588
81 O -2.278 0.096 1.694  0.021
82 O -0.509 -0.957 2.441  -0.094
83 C -0.792 -5.567 2.701  -0.150
84 C -1.169 -5.346 1.263  -0.019
85 H 0.828 -8.563 2.454  0.070
86 H 0.950 -7.253 1.275  0.091
87 H -0.567 -8.114 1.465  0.075
88 H 0.715 -7.886 4.668  0.099
89 H 0.122 -6.230 6.409  0.094
90 H -0.953 -4.108 5.767  0.105
91 H -1.158 -2.949 2.518  0.123
92 H -3.212 -4.053 5.353  0.103
93 H -4.608 -2.509 6.637  0.093
94 H -4.691 -0.094 6.057  0.089
95 H -3.357 0.715 4.105  0.123
96 H -1.849 -4.505 1.146  0.077
97 H -1.665 -6.234 0.866  0.079
98 H -0.301 -5.153 0.629  0.075
99 C -2.373 0.130 -4.389  -0.008
100 C -1.214 1.105 -4.549  -0.607
101 C -1.512 2.422 -3.832  -0.005
102 C -0.949 1.376 -6.027  -0.033
103 O -0.096 0.461 -3.925  -0.113
104 Si 1.433 0.873 -3.598  -0.017
105 S 1.806 0.587 -1.475  0.258
106 O 2.524 -0.200 -4.144  -0.154
107 C 2.952 -0.792 -5.363  -0.642
108 C 3.831 0.212 -6.103  -0.026
109 C 1.762 -1.196 -6.219  -0.026
110 C 3.756 -2.020 -4.951  -0.023
111 O 1.654 2.342 -4.268  -0.145
112 C 2.397 3.538 -4.034  -0.624
113 C 2.457 4.245 -5.385  -0.035
114 C 3.817 3.200 -3.569  -0.056
115 C 1.621 4.398 -3.035  -0.056
116 H -3.285 0.545 -4.824  0.091
117 H -2.542 -0.075 -3.334  0.062
118 H -2.139 -0.812 -4.888  0.091
119 H -2.383 2.903 -4.284  0.089
120 H -0.661 3.098 -3.914  0.066
121 H -1.706 2.248 -2.780  0.072
122 H -1.766 1.977 -6.433  0.084
123 H -0.905 0.445 -6.591  0.075
124 H -0.017 1.925 -6.163  0.075
125 H 3.263 1.118 -6.323  0.072
126 H 4.191 -0.212 -7.043  0.084
127 H 4.689 0.485 -5.489  0.087
128 H 1.250 -0.317 -6.603  0.065
129 H 1.054 -1.780 -5.630  0.098
130 H 2.099 -1.797 -7.067  0.086
131 H 4.582 -1.726 -4.304  0.091
132 H 4.158 -2.531 -5.829  0.082
133 H 3.124 -2.712 -4.396  0.095
134 H 2.931 3.597 -6.125  0.074
135 H 3.039 5.165 -5.304  0.089
136 H 1.453 4.496 -5.729  0.081
137 H 4.456 2.982 -4.426  0.077
138 H 3.823 2.327 -2.918  0.015
139 H 4.253 4.024 -3.005  0.083
140 H 0.773 4.874 -3.533  0.078
141 H 2.254 5.174 -2.603  0.088
142 H 1.233 3.794 -2.217  0.022

Entry 2:
Density functional theory data (ωB97M-V/def2-TZVPD) for a structure of composition CHIOS2.

Results
DFT total energy: -32868.786 eV
LUMO level (spin up / spin down): -1.59 / -1.48 eV
total charge: 0

Last column: natural (NBO) charge in e.
Cartesian coordinates (Å):
1 C -0.463 -0.903 -0.614  -0.646
2 O 1.540 1.316 2.093  -0.811
3 S -0.797 -0.169 0.881  0.231
4 S 0.792 1.025 0.866  0.830
5 I -1.576 -0.560 -2.293  0.202
6 H 0.505 -0.709 -0.934  0.194

Entry 3:
Density functional theory data (ωB97M-V/def2-TZVPD) for the molecule C5H8O.

Results
DFT total energy: -7358.151 eV
structure (SMILES): C=C=C(C)OC
LUMO level: 0.49 eV
total charge: 0

Last column: natural (NBO) charge in e.
Cartesian coordinates (Å):
1 C 1.605 0.185 0.139  -0.257
2 O 0.353 0.816 0.018  -0.561
3 C -0.548 0.004 -2.137  -0.248
4 C -1.175 -0.399 -1.048  -0.091
5 C -0.771 -0.048 0.152  0.209
6 C -1.168 -0.250 1.571  -0.658
7 H 2.340 0.733 -0.464  0.189
8 H 1.912 0.215 1.187  0.172
9 H 1.592 -0.862 -0.205  0.173
10 H -0.712 1.002 -2.537  0.204
11 H 0.312 -0.553 -2.504  0.197
12 H -1.290 0.739 2.025  0.228
13 H -2.088 -0.824 1.688  0.227
14 H -0.361 -0.758 2.115  0.218

Taking the records one at a time from the top gives relative energy (zero: lowest compared OMol25 entry of this formula, charge and spin) values of 76.7, 276.2, 396.0 kJ/mol.